1.
Entry from the OMol25 dataset: a structure of composition H18KrO9 (ωB97M-V/def2-TZVPD).

The geometry in XYZ format:
```
28
Properties=species:S:1:pos:R:3:forces:R:3:nbo_charge:R:1
Kr -0.020943 -0.848221 -0.018926 0.0 0.0 0.0 0.000
O 2.847747 2.075899 0.576614 0.1 0.5 -0.1 -0.975
H 2.406307 1.602599 1.281844 -0.1 -0.2 0.3 0.482
H 3.319187 1.398689 0.091484 0.1 -0.2 -0.4 0.480
O 0.355477 -1.566461 3.814194 0.0 0.1 -0.2 -0.941
H 0.404377 -2.006261 4.662964 0.1 -0.2 0.2 0.483
H -0.274373 -0.858001 3.946934 -0.4 0.1 0.1 0.472
O 2.056657 0.528239 2.860014 0.1 0.4 -0.2 -0.963
H 1.390527 -0.125191 3.073374 0.0 -0.6 0.1 0.488
H 2.306917 0.900749 3.705494 0.2 0.2 0.1 0.471
O 1.291527 -0.386511 -3.340066 -0.4 0.2 0.0 -0.939
H 1.096747 -1.283461 -3.068476 0.0 -0.3 0.2 0.478
H 1.823557 -0.485021 -4.129666 0.1 0.0 -0.3 0.478
O 3.464257 0.277389 -1.765946 0.6 -0.1 0.5 -0.967
H 4.032267 0.455059 -2.515626 0.2 0.1 -0.1 0.462
H 2.583737 0.228819 -2.138176 -0.5 0.0 -0.2 0.492
O -0.788653 2.813019 0.584324 0.4 0.2 0.0 -0.951
H -1.522553 2.199839 0.624614 -0.5 -0.1 -0.1 0.479
H -0.409943 2.792129 1.463174 0.3 0.1 0.1 0.458
O -2.659333 -1.390701 -3.176016 -0.1 0.0 0.3 -0.944
H -2.371183 -2.173411 -3.645666 0.0 -0.2 -0.2 0.469
H -1.932223 -0.774861 -3.267126 0.2 0.3 0.0 0.476
O -3.057443 -2.794251 -0.132776 -0.1 -0.2 0.4 -0.934
H -3.361943 -1.901731 -0.296846 -0.1 0.1 -0.2 0.464
H -2.307953 -2.903511 -0.718056 0.1 0.1 -0.2 0.471
O -3.293053 1.676759 0.406684 0.0 -0.1 -0.1 -0.938
H -3.966363 1.746869 1.083424 -0.2 0.1 0.2 0.479
H -3.413333 0.801539 0.038234 0.0 -0.2 -0.2 0.473
```
Positions in Å, forces in eV/Å.

Summary:
- Total charge: 0
- Largest force on an atom: 0.0149 hartree/bohr
- Orbital gap: 9.7183 eV
- Relative energy (zero: lowest compared OMol25 entry of this formula, charge and spin): 23.7 kcal/mol



2.
Entry from the OMol25 dataset: the molecule C3HBrClNO at a distorted geometry (ωB97M-V/def2-TZVPD).

The geometry in XYZ format:
```
8
Properties=species:S:1:pos:R:3:forces:R:3:nbo_charge:R:1
C -0.145996 -1.178489 0.318096 2.4 1.0 0.7 0.196
C 1.490554 0.444499 0.129715 -0.1 -0.7 -1.7 0.138
C -0.866829 0.719049 -0.730031 1.6 1.1 0.9 0.127
N 1.005118 -0.634516 0.552576 -1.1 0.9 -0.2 -0.406
O -1.143132 -0.449889 -0.327309 -0.6 -1.6 0.3 -0.459
Cl 2.169649 1.728244 0.900793 -0.1 0.5 0.7 0.115
Br -2.308888 1.497530 -1.609866 -0.5 0.0 -0.5 0.076
H -0.200478 -2.126427 0.766027 -1.7 -1.2 -0.3 0.213
```
Positions in Å, forces in eV/Å.

Summary:
- Total charge: 0
- Largest force on an atom: 0.0536 hartree/bohr
- Orbital gap (alpha / beta): 7.5342 / 7.5342 eV
- Relative energy (zero: lowest compared OMol25 entry of this formula, charge and spin): 109.2 kcal/mol



3.
Entry from the OMol25 dataset: a cluster of 2 separate species, C3H7NO in total at a distorted geometry (ωB97M-V/def2-TZVPD).

The geometry in XYZ format:
```
12
Properties=species:S:1:pos:R:3:forces:R:3:nbo_charge:R:1
C 1.701474 -1.975932 -0.630903 -0.8 1.0 -0.4 -0.043
C 1.069903 -3.143210 -0.285570 0.6 -0.5 -0.1 -0.040
H 1.175801 -1.039127 -0.401056 0.1 0.0 0.0 0.277
H 2.615661 -1.852720 -1.214453 0.1 -0.4 0.3 0.272
H -0.008831 -3.271303 -0.321276 -0.1 0.3 0.1 0.271
H 1.652191 -4.005816 0.033279 0.0 -0.1 0.0 0.259
C -1.391792 1.896739 0.526624 0.8 -0.3 0.2 0.530
N -1.236951 3.232624 0.402727 -0.5 0.5 0.0 -0.809
O -1.206461 1.097416 -0.369609 -0.3 -0.1 -0.2 -0.639
H -1.576140 1.535475 1.552364 -0.1 0.3 0.0 0.112
H -1.431426 3.678758 -0.482223 0.4 -0.3 -0.2 0.408
H -1.363429 3.847096 1.190095 -0.2 -0.3 0.2 0.400
```
Positions in Å, forces in eV/Å.

Summary:
- Spin multiplicity: 2
- Total charge: +1
- Largest force on an atom: 0.0259 hartree/bohr
- Orbital gap (alpha / beta): 6.4014 / 3.6004 eV
- Relative energy (zero: lowest compared OMol25 entry of this formula, charge and spin): 39.5 kcal/mol



4.
Entry from the OMol25 dataset: a cluster of 5 separate species, C14H28Cl4O7 in total at a distorted geometry (ωB97M-V/def2-TZVPD).

The geometry in XYZ format:
```
53
Properties=species:S:1:pos:R:3:forces:R:3:nbo_charge:R:1
C -22.143590 2.777250 12.520370 0.2 -0.4 0.5 -0.640
C -20.796680 2.280440 11.950850 -1.8 -1.2 0.0 -0.077
O -19.788150 3.226750 12.131140 -0.6 0.8 1.0 -0.487
C -19.151160 3.643480 11.085640 0.1 -2.2 -4.4 0.986
O -19.420540 3.396900 9.890250 0.1 0.9 2.6 -0.675
O -18.024140 4.126250 11.495260 1.8 1.6 0.6 -0.495
C -16.925110 4.121140 10.584640 0.2 0.6 -0.3 -0.259
H -22.648720 3.676780 12.168520 0.8 0.3 -0.6 0.221
H -21.937500 2.950420 13.576610 -0.4 0.0 0.2 0.205
H -22.942120 2.041630 12.423890 0.4 -0.5 0.1 0.225
H -20.841970 1.857830 10.947140 -0.1 0.7 -0.2 0.219
H -20.428240 1.430690 12.525550 -0.5 -0.1 0.4 0.182
H -17.230740 4.381250 9.571220 -0.2 -0.5 0.1 0.213
H -16.440720 3.147960 10.664560 0.0 0.0 -0.3 0.187
H -16.222450 4.901650 10.876510 -0.1 -0.1 0.4 0.195
C -19.145720 -4.748510 12.770060 -0.8 1.4 0.0 -0.624
C -20.064720 -3.506670 12.416540 1.2 -2.0 1.0 -0.071
O -19.200300 -2.510370 11.903520 -1.0 1.1 -1.0 -0.528
C -19.742520 -1.349250 11.424720 -2.2 1.1 0.1 0.809
C -18.648060 -0.506150 10.870390 -0.4 -0.5 0.1 -0.731
O -20.915930 -0.940270 11.487210 2.5 -2.1 0.3 -0.612
H -19.859400 -5.534570 13.016760 0.4 -0.3 0.1 0.218
H -18.437800 -4.561540 13.577530 -0.3 0.1 0.2 0.214
H -18.530480 -5.011650 11.909640 -0.3 -0.1 -0.2 0.214
H -20.755070 -3.957180 11.703400 -0.2 0.9 -0.3 0.189
H -20.581200 -3.094640 13.283480 -0.2 -0.3 0.0 0.191
H -18.007120 -1.218010 10.350240 0.5 0.6 0.0 0.238
H -18.215880 -0.101080 11.785400 0.7 0.2 -0.2 0.244
H -19.051160 0.291170 10.245980 0.2 -0.2 0.0 0.250
C -15.153210 -0.673400 12.815280 -2.3 0.0 0.9 -0.631
C -16.167540 -1.464870 13.722780 1.2 1.1 0.9 -0.067
O -17.243820 -0.532460 14.190230 0.0 -1.6 -0.3 -0.538
C -18.324870 -1.030470 14.864190 -0.6 -2.8 -0.1 0.819
C -19.470160 -0.084220 14.822880 0.7 0.2 0.8 -0.728
O -18.528090 -2.163930 15.361140 1.9 2.7 -1.6 -0.636
H -14.775150 0.216260 13.318950 0.3 -0.3 0.2 0.224
H -15.815050 -0.282240 12.042590 0.5 -0.1 -0.7 0.209
H -14.363350 -1.330830 12.451940 -0.2 0.1 0.0 0.226
H -16.547870 -2.330940 13.181140 -0.4 0.2 0.3 0.200
H -15.648990 -1.746900 14.639110 -0.1 -0.5 -0.1 0.193
H -19.091930 0.920240 14.632840 -0.5 0.1 -0.1 0.227
H -19.888670 -0.214720 15.820840 -0.5 0.5 -0.2 0.245
H -20.174900 -0.453200 14.077700 0.0 0.2 -0.1 0.255
Cl -18.524260 -5.004230 17.973060 -0.5 0.3 -0.8 -0.018
C -19.765040 -4.666430 16.729280 -0.5 -0.7 -0.5 -0.355
Cl -20.905250 -6.120160 16.573540 0.6 1.3 0.2 -0.083
H -20.287550 -3.731830 16.933260 -0.3 -0.5 0.6 0.226
H -19.396830 -4.510630 15.715250 0.7 -0.4 0.4 0.229
Cl -14.923620 3.104940 13.876490 0.3 0.1 0.4 -0.013
C -15.645430 2.857940 15.468360 -1.2 -0.4 0.5 -0.395
Cl -14.629960 2.067270 16.746740 -0.5 0.5 -1.0 -0.034
H -16.090270 3.770520 15.865110 0.9 0.3 0.0 0.226
H -16.535280 2.253280 15.293280 0.4 -0.5 0.1 0.220
```
Positions in Å, forces in eV/Å.

Summary:
- Total charge: 0
- Largest force on an atom: 0.0953 hartree/bohr
- Orbital gap: 11.1083 eV
- SMILES string: CCOC(=O)OC.CCOC(C)=O.CCOC(C)=O.ClCCl.ClCCl



5.
Entry from the OMol25 dataset: a structure of composition C30H62BrN7O9P2SiV at a distorted geometry (ωB97M-V/def2-TZVPD).

The geometry in XYZ format:
```
113
Properties=species:S:1:pos:R:3:forces:R:3:lowdin_spin:R:1
V 0.975963 2.379228 -0.920848 -0.3 0.0 0.0 2.743
C -1.884263 1.104705 1.842115 0.0 0.0 0.0 0.000
N -0.687177 1.383634 2.613817 0.1 -0.1 0.0 0.001
C -0.804688 1.181356 4.044285 0.0 0.0 0.0 0.001
C 0.370297 2.004994 2.033796 -0.3 0.2 0.3 0.008
N 0.217728 2.755435 0.946054 -0.2 0.1 0.6 0.025
C -0.717132 3.792666 0.925681 -0.1 0.3 0.0 0.007
C -1.156098 4.445207 2.081458 0.1 -0.1 0.0 0.002
C -1.923235 5.598333 2.010159 0.0 0.0 0.0 0.000
C -2.250942 6.130866 0.773756 -0.1 0.0 0.0 0.003
C -1.830033 5.488960 -0.382279 0.0 0.0 0.0 0.000
C -1.085072 4.315248 -0.332190 -0.1 0.0 0.2 0.007
N -0.606183 3.669050 -1.497422 -0.3 0.4 0.2 0.011
C -1.455432 3.514619 -2.488658 -0.2 0.2 -0.2 0.012
N -1.026791 3.460009 -3.771584 0.2 -0.1 0.0 0.010
C -1.736440 2.705971 -4.789767 0.0 0.0 0.0 0.001
C 0.236763 4.039499 -4.191733 0.0 0.1 0.0 0.001
N -2.807481 3.398668 -2.314468 0.0 0.0 0.0 0.002
C -3.750242 4.158452 -3.103696 0.0 0.0 0.0 0.001
C -3.361319 2.708269 -1.168165 0.1 0.1 0.0 0.001
N 1.576963 1.869905 2.608438 0.1 -0.1 -0.2 0.002
C 2.605025 2.882961 2.426209 0.0 0.1 0.0 0.000
C 2.041482 0.627841 3.208209 0.0 0.0 0.0 0.001
H -2.311957 0.163738 2.194525 0.0 0.0 0.0 0.000
H -1.616813 0.998631 0.793253 0.0 0.0 0.0 0.000
H -2.632242 1.896676 1.953596 0.0 0.0 0.0 0.000
H -1.649368 1.765703 4.423889 0.0 0.0 0.0 0.000
H 0.095271 1.510603 4.553126 0.0 0.0 0.0 0.000
H -0.984188 0.129314 4.278486 0.0 0.0 0.0 0.000
H -0.835065 4.068330 3.046765 0.0 0.0 0.0 0.000
H -2.239435 6.092657 2.919870 0.0 0.0 0.0 0.000
H -2.817140 7.050749 0.706381 0.0 0.0 0.0 0.000
H -2.067737 5.918103 -1.349197 0.0 0.0 0.0 0.000
H -2.444621 2.026830 -4.323135 0.0 0.0 0.0 0.000
H -1.012851 2.113116 -5.353979 0.0 0.0 0.0 0.000
H -2.257740 3.364152 -5.491298 0.0 0.0 0.0 0.000
H 0.665821 4.621863 -3.382182 0.0 0.0 0.0 0.000
H 0.059904 4.690466 -5.053057 0.0 0.0 0.0 0.000
H 0.955005 3.271276 -4.472528 0.0 0.0 0.0 0.000
H -3.232471 4.728236 -3.871652 0.0 0.0 0.0 0.000
H -4.285599 4.861702 -2.455481 0.0 0.0 0.0 0.000
H -4.487740 3.506681 -3.581261 0.0 0.0 0.0 0.000
H -2.614494 2.022074 -0.782762 0.0 0.0 0.0 0.000
H -4.221579 2.124607 -1.501770 0.0 0.0 0.0 0.000
H -3.676695 3.400135 -0.378813 0.0 0.0 0.0 0.000
H 2.198123 3.717790 1.863907 0.0 0.0 0.0 0.000
H 3.470380 2.469313 1.909159 0.0 0.0 0.0 0.000
H 2.928558 3.238066 3.409111 0.0 0.0 0.0 0.000
H 1.294331 -0.149601 3.069491 0.0 0.0 0.0 0.000
H 2.250054 0.754717 4.274252 0.0 0.0 0.0 0.000
H 2.961444 0.324369 2.703518 0.0 0.0 0.0 0.000
O 4.172800 -0.194821 -1.454107 0.1 0.2 0.3 0.001
P 3.864941 0.977561 -0.358513 0.7 -0.3 0.2 0.004
O 4.745843 0.832714 0.810845 -0.1 0.1 -0.1 0.000
O 2.364226 0.956285 -0.193401 0.3 0.4 0.3 0.032
O 4.292355 2.308025 -1.196242 -0.4 0.0 0.0 0.001
P 3.301796 3.239174 -2.083655 1.2 0.4 -0.4 0.007
O 2.487843 4.031121 -0.887208 0.1 -0.4 -0.6 0.023
O 4.077500 4.160159 -2.911941 -0.1 -0.1 0.1 0.001
O 2.233864 2.340978 -2.681869 -0.1 0.7 0.1 0.036
H 5.114840 -0.393814 -1.395714 0.0 -0.1 -0.1 0.000
H 3.083882 4.670015 -0.480417 -0.2 0.1 0.2 0.001
C -1.704702 -3.542580 -1.373748 0.0 0.0 0.0 0.000
C -1.571566 -4.208291 0.004763 0.0 0.0 0.0 0.000
C -1.725410 -5.728327 -0.171829 0.1 0.1 0.1 0.000
C -2.746398 -3.687175 0.845661 0.1 0.0 0.0 0.000
Si 0.102974 -3.789280 0.857802 0.0 0.3 0.0 0.000
Br 0.332086 -1.538919 0.588879 -0.1 -0.2 0.0 0.000
C 1.660851 -4.521390 -0.010403 0.0 0.0 0.0 0.000
C 1.878004 -5.984244 0.410663 -0.1 0.1 0.0 0.000
C 1.496256 -4.480202 -1.536074 0.0 0.0 0.0 0.000
C 2.931534 -3.719353 0.317024 0.0 0.0 0.0 0.000
C 0.091773 -4.016912 2.773319 0.0 0.0 0.0 0.000
C 1.503826 -3.826876 3.346680 0.0 0.0 0.0 0.000
C -0.412852 -5.417796 3.155135 0.0 0.0 -0.1 0.000
C -0.798581 -2.971553 3.465925 0.0 0.0 0.0 0.000
H -2.689211 -3.782930 -1.787591 0.0 0.0 0.0 0.000
H -0.961017 -3.897088 -2.085193 0.0 0.1 0.0 0.000
H -1.645920 -2.455729 -1.304914 0.0 0.0 -0.1 0.000
H -2.700231 -5.947699 -0.617832 0.0 0.0 0.0 0.000
H -1.665994 -6.260273 0.779213 0.0 0.0 0.0 0.000
H -0.960700 -6.136151 -0.835322 0.0 0.0 0.0 0.000
H -3.675440 -3.825742 0.284416 0.0 0.0 0.0 0.000
H -2.644861 -2.619713 1.053458 0.0 0.0 0.0 0.000
H -2.848650 -4.225694 1.787800 0.0 0.0 0.0 0.000
H 0.998053 -6.600406 0.213143 0.0 0.0 0.0 0.000
H 2.116493 -6.066077 1.471382 0.0 0.0 0.0 0.000
H 2.716354 -6.409338 -0.149606 0.0 0.0 0.0 0.000
H 0.709015 -5.148535 -1.885023 0.0 0.0 0.0 0.000
H 2.430906 -4.798575 -2.008635 0.0 0.0 0.0 0.000
H 1.272941 -3.467342 -1.882949 0.0 0.0 0.0 0.000
H 3.188364 -3.753120 1.373025 0.0 0.0 0.0 0.000
H 2.843786 -2.671394 0.029079 0.0 0.0 0.0 0.000
H 3.772732 -4.147093 -0.238707 0.0 0.0 0.0 0.000
H 2.184650 -4.619928 3.038167 0.0 0.0 0.0 0.000
H 1.452822 -3.848210 4.439913 0.0 0.0 0.0 0.000
H 1.930908 -2.865399 3.052973 0.0 0.0 0.0 0.000
H 0.171539 -6.207275 2.678176 0.0 0.0 0.0 0.000
H -1.458793 -5.556138 2.878096 0.0 0.0 0.0 0.000
H -0.336687 -5.554189 4.238274 0.0 0.0 0.0 0.000
H -0.471885 -1.958701 3.226753 0.0 0.0 0.0 0.000
H -0.721897 -3.102335 4.550441 0.0 0.0 0.0 0.000
H -1.847652 -3.061541 3.194792 0.0 0.0 0.0 0.000
N 1.687322 -0.110894 -2.414556 -1.0 -1.2 -0.4 0.007
C 0.405682 -0.420344 -3.101981 0.2 0.0 0.1 0.001
C -0.774536 0.265625 -2.394082 0.1 -0.6 -0.7 0.006
O -1.878378 0.073475 -2.891680 -0.1 0.1 0.2 0.004
O -0.471943 0.911958 -1.359161 0.1 0.4 0.7 0.031
H 2.453113 -0.751101 -2.607164 -0.1 0.0 0.0 0.001
H 2.004856 0.858869 -2.616280 0.2 0.0 -0.5 0.002
H 1.552112 -0.049344 -1.387262 0.1 -0.5 -0.3 0.001
H 0.214160 -1.490707 -3.080214 0.1 -0.1 0.0 0.000
H 0.437452 -0.091594 -4.137904 0.1 0.0 0.0 0.000
```
Positions in Å, forces in eV/Å.

Summary:
- Spin multiplicity: 4
- Total charge: 0
- Largest force on an atom: 0.0304 hartree/bohr
- Orbital gap (alpha / beta): 7.0349 / 7.9919 eV



6.
Entry from the OMol25 dataset: a cluster of 2 separate species, C4H12 in total at a distorted geometry (ωB97M-V/def2-TZVPD).

The geometry in XYZ format:
```
16
Properties=species:S:1:pos:R:3:forces:R:3:nbo_charge:R:1
C 1.442111 2.169797 0.074832 3.4 -1.0 -2.6 -0.633
C 0.555443 1.719708 1.181919 -0.6 0.5 2.5 -0.625
H 2.166337 1.295844 -0.279515 -2.0 1.1 0.2 0.198
H 0.997211 2.656778 -0.893361 0.5 -1.0 2.1 0.218
H 2.321238 2.779753 0.396819 -1.2 0.4 0.1 0.216
H -0.221410 2.478271 1.368049 0.5 0.3 0.4 0.206
H 1.112836 1.513329 2.224010 -1.2 0.4 -2.5 0.211
H -0.116796 0.901010 0.952340 0.5 -0.7 -0.2 0.209
C -1.532844 -2.049818 -1.196892 0.0 -2.2 0.6 -0.608
C -0.520528 -1.843717 -0.020806 -1.1 1.1 -0.5 -0.619
H -1.532584 -1.188052 -1.808700 -0.5 1.0 -0.6 0.201
H -1.223087 -2.904476 -1.903477 -0.3 1.1 1.2 0.201
H -2.554798 -2.309377 -0.827026 0.7 0.4 -0.4 0.204
H -0.056757 -2.797979 0.191285 0.5 0.2 0.3 0.211
H 0.130396 -1.026099 -0.371576 0.6 -0.9 0.3 0.207
H -0.966770 -1.394973 0.912098 0.1 -0.8 -0.9 0.203
```
Positions in Å, forces in eV/Å.

Summary:
- Total charge: 0
- Largest force on an atom: 0.0859 hartree/bohr
- Orbital gap: 12.1138 eV
- Relative energy (zero: lowest compared OMol25 entry of this formula, charge and spin): 24.7 kcal/mol
- SMILES string: CC.CC